No. 1
Formula: C8H8O2S
Source: OMol25
Level of theory: wB97M-V/def2-TZVPD

Results
HOMO ... -0.360 hartree
Calculated total energy ... -23350.27621 eV
Frontier orbital gap ... 10.164 eV
Strongest force on any atom ... 14.77 eV Å⁻¹
LUMO level ... 0.4 eV
Structure (SMILES) ... C=CS(=O)(=O)c1ccccc1
ΔE to the lowest compared entry with this formula, charge and spin ... 138.5 kcal/mol
Molecular weight ... 168.217 u

Each line ends with the Mulliken charge.
Positions of all 19 atoms, in Å:
C (-2.905300, -1.005727, 1.008731)  -0.3810
C (-2.369113, 0.115588, 0.849753)  -0.5453
S (-1.578158, 0.608371, -0.655930)  1.1545
O (-1.715160, 1.985000, -0.863542)  -0.6436
O (-1.940078, -0.352088, -1.693820)  -0.6625
C (0.181648, 0.346392, -0.370854)  0.2274
C (0.932212, 1.346487, 0.153412)  -0.2972
C (2.330749, 1.113572, 0.369249)  -0.9114
C (2.902277, -0.055470, -0.022167)  -0.7936
C (2.086793, -1.057032, -0.624901)  -0.3170
C (0.765391, -0.804288, -0.750093)  -0.0949
H (-3.035203, -1.801851, 0.140283)  0.1975
H (-3.447913, -1.514528, 1.959690)  0.2322
H (-2.439884, 0.734296, 1.560272)  0.5647
H (0.763845, 2.348960, 0.417226)  0.3943
H (2.749896, 1.775613, 0.838109)  0.6590
H (3.729621, -0.247739, 0.146673)  0.7829
H (2.706577, -2.029003, -0.898122)  0.2167
H (0.281794, -1.506553, -1.563978)  0.2174

Cartesian forces (eV/Å) of the 6 atoms listed first:
C -4.076 -8.582 -0.078
C 1.900 -0.488 -4.892
S 1.123 -3.680 -1.345
O -0.815 2.721 -0.046
O -0.067 0.845 1.058
C -2.013 1.728 0.481

---

No. 2
Formula: C8H8O3
Source: OMol25
Level of theory: wB97M-V/def2-TZVPD

Results
HOMO ... -0.317 hartree
Calculated total energy ... -14566.99884 eV
Frontier orbital gap ... 8.921 eV
Strongest force on any atom ... 4.90 eV Å⁻¹
LUMO level ... 0.3 eV
Structure (SMILES) ... Cc1cc(C=O)c(O)cc1O
ΔE to the lowest compared entry with this formula, charge and spin ... 40.3 kcal/mol
Molecular weight ... 152.149 u

Each line ends with the Mulliken charge.
Positions of all 19 atoms, in Å:
C (-2.365007, -1.305329, -0.040081)  -1.2545
C (-1.058136, -0.559684, 0.007429)  0.2656
C (0.262542, -1.091281, 0.033115)  -0.4533
C (1.344642, -0.329906, -0.114693)  0.1654
C (2.635186, -0.917628, 0.076532)  -0.0825
O (3.684562, -0.353437, 0.174540)  -0.5799
C (1.210082, 1.073121, 0.014306)  0.1505
O (2.294197, 1.844671, -0.204783)  -0.6083
C (-0.014932, 1.705263, 0.109069)  -1.0203
C (-1.144429, 0.813023, 0.063625)  1.3623
O (-2.376403, 1.383958, 0.074250)  -0.5521
H (-2.309764, -2.383299, -0.413394)  0.3314
H (-3.021009, -1.224265, 0.939249)  0.2581
H (-3.097545, -0.879300, -0.807091)  0.3037
H (0.469779, -2.209501, -0.118003)  0.2153
H (2.702730, -1.904058, -0.021317)  0.4888
H (3.022378, 1.183743, -0.071886)  0.3975
H (-0.103746, 2.766665, 0.123524)  0.3007
H (-2.135118, 2.387251, 0.175601)  0.3115

Cartesian forces (eV/Å) of the 6 atoms listed first:
C -2.472 -1.013 -0.178
C 0.627 -0.943 0.301
C -3.282 -3.215 -1.537
C 1.250 2.235 1.818
C -0.917 2.091 -1.200
O 2.047 1.996 0.524

---

No. 3
Formula: C8H8O4
Source: OMol25
Level of theory: wB97M-V/def2-TZVPD

Results
HOMO ... -0.294 hartree
Calculated total energy ... -16610.49716 eV
Frontier orbital gap ... 8.256 eV
Strongest force on any atom ... 7.18 eV Å⁻¹
LUMO level ... 0.3 eV
ΔE to the lowest compared entry with this formula, charge and spin ... 124.4 kcal/mol
Molecular weight ... 168.148 u

Each line ends with the Mulliken charge.
Positions of all 20 atoms, in Å:
C (-0.955443, -1.980480, -1.440726)  0.8083
C (0.472085, -1.820135, -1.584850)  -0.7265
C (0.662684, -0.196867, 0.160153)  0.5397
C (0.111512, 0.898181, -0.565471)  -0.2158
C (-0.411087, 2.027521, 0.151741)  -0.6395
C (-0.197255, 2.114955, 1.594060)  0.8928
C (0.579752, 1.132133, 2.211621)  -0.4632
C (0.941012, -0.077206, 1.512921)  -0.6642
H (-1.081796, -2.323675, -3.287759)  0.3080
H (0.924434, -3.022536, -1.852695)  0.3521
H (0.778687, -1.566420, -2.673409)  0.3248
H (-0.352484, 0.736952, -1.608434)  0.2001
H (-0.886387, 2.643309, -0.466489)  0.5228
H (-0.180830, 3.252237, 3.299021)  0.3820
H (0.653499, 1.056350, 3.494172)  0.0413
H (1.551258, -0.667646, 2.197280)  0.3360
O (-1.616690, -2.346871, -2.552507)  -0.4319
O (-1.591361, -1.724931, -0.354709)  -0.5571
O (1.282605, -1.357383, -0.358174)  -0.3888
O (-0.684195, 3.222511, 2.124253)  -0.6212

Cartesian forces (eV/Å) of the 6 atoms listed first:
C -4.172 1.659 4.972
C 5.208 -3.984 -0.755
C 1.949 0.288 0.731
C -2.271 -0.521 0.622
C 3.639 -5.172 2.564
C 0.849 -0.891 -3.265

---

No. 4
Formula: C8H8OS2
Source: OMol25
Level of theory: wB97M-V/def2-TZVPD

Results
HOMO ... -0.303 hartree
Calculated total energy ... -32142.51092 eV
Frontier orbital gap ... 8.058 eV
Strongest force on any atom ... 1.15 eV Å⁻¹
LUMO level ... -0.2 eV
Structure (SMILES) ... C=C(C)Sc1ccsc1C=O
ΔE to the lowest compared entry with this formula, charge and spin ... 19.8 kcal/mol
Molecular weight ... 184.285 u

Each line ends with the Mulliken charge.
Positions of all 19 atoms, in Å:
C (0.514414, -1.109991, 0.030322)  -1.1002
C (0.616723, -0.141350, -0.866048)  0.9969
C (1.401492, -0.244797, -2.135113)  -1.3796
S (-0.085972, 1.485408, -0.684219)  -0.1120
C (-1.027188, 1.321668, 0.788638)  -0.0773
C (-2.110463, 0.434675, 0.969840)  -0.6064
C (-2.656686, 0.539989, 2.210877)  -0.2274
S (-1.871334, 1.708769, 3.191255)  -0.1336
C (-0.766266, 2.089722, 1.905931)  0.3179
C (0.342282, 2.994882, 2.096947)  0.0275
O (1.067536, 3.402184, 1.224186)  -0.4735
H (0.983579, -2.060781, -0.142835)  0.2601
H (-0.025070, -1.008330, 0.955910)  0.3286
H (0.791267, 0.047330, -2.988424)  0.3212
H (1.757964, -1.260584, -2.279159)  0.3631
H (2.256674, 0.428827, -2.092583)  0.3182
H (-2.461354, -0.236479, 0.207144)  0.4429
H (-3.490262, -0.003582, 2.610933)  0.4566
H (0.490778, 3.285008, 3.153367)  0.2769

Cartesian forces (eV/Å) of the 6 atoms listed first:
C -0.028 -0.078 0.070
C -0.259 0.268 0.143
C -0.027 0.056 0.003
S 0.008 -0.362 -0.280
C 0.398 0.406 0.165
C -0.213 0.068 0.173

---

No. 5
Formula: C8H8OS3
Source: OMol25
Level of theory: wB97M-V/def2-TZVPD

Results
HOMO ... -0.328 hartree
Calculated total energy ... -42975.12022 eV
Frontier orbital gap ... 6.903 eV
Strongest force on any atom ... 4.37 eV Å⁻¹
LUMO level ... -2.0 eV
ΔE to the lowest compared entry with this formula, charge and spin ... 88.5 kcal/mol
Molecular weight ... 216.352 u

Each line ends with the Mulliken charge.
Positions of all 20 atoms, in Å:
C (2.294426, -0.228592, 0.825340)  -0.0008
C (2.824714, -0.865162, -0.381802)  0.0572
C (-0.364485, -0.037606, 0.835363)  -0.9332
C (-1.433010, -0.124326, 0.101143)  1.1798
C (1.420642, 1.778870, 0.330528)  -0.3723
C (0.931490, 0.291073, 0.239224)  1.0950
C (-2.585125, -0.927525, 0.440020)  -1.5743
C (-1.433244, 0.216156, -1.396507)  -1.3942
O (2.742266, 0.079785, 1.911859)  -0.4767
S (4.186123, -1.789569, -0.530052)  -0.1782
S (1.586559, -0.150444, -1.501053)  -0.0589
S (0.734729, 2.906116, 1.262539)  -0.1822
H (-0.302583, -0.386242, 1.862699)  0.3199
H (2.426977, 2.075620, -0.102445)  0.3318
H (-2.692654, -1.029425, 1.451060)  0.4477
H (-3.513299, -0.513231, 0.009146)  0.3628
H (-2.518346, -1.998019, -0.029900)  0.2790
H (-0.531961, 0.786760, -1.615547)  0.3868
H (-1.462284, -0.795401, -1.880378)  0.3138
H (-2.310935, 0.711171, -1.831230)  0.3970

Cartesian forces (eV/Å) of the 6 atoms listed first:
C -1.143 0.477 2.435
C 2.267 -1.015 -1.523
C 1.647 -0.393 0.614
C -0.952 -0.053 -3.047
C -0.191 1.117 0.717
C 3.019 3.124 -0.490